Entry 1:
Below is C7H10O in the gas phase, with properties calculated with the ωB97M-V functional and the def2-TZVPD basis.

## Properties
- calculated total energy (a.u.) = -347.848553
- Kohn-Sham gap (eV) = 10.32
- LUMO energy (eV) = 0.92
- structure (SMILES) = CC1=CC[C@@H]1CC=O

Element x y z (Å)
C -1.8555 -1.6466 -0.1257
C -1.3608 -0.2312 -0.0905
C -1.7864 1.0248 0.0430
C -0.4253 1.6421 0.2699
C 0.1367 0.2410 0.3651
C 1.5141 -0.0797 -0.4584
C 2.8531 -0.1352 0.2394
O 3.6734 -0.9608 -0.0255
H -1.5398 -2.1315 -1.1811
H -2.9607 -1.5493 -0.1967
H -1.5107 -2.2756 0.6187
H -2.7440 1.4629 -0.1071
H -0.4607 2.2396 1.2636
H 0.1466 2.1886 -0.4968
H 0.3768 -0.1328 1.3214
H 1.3964 -1.0067 -1.1241
H 1.4176 0.7130 -1.1890
H 3.1294 0.6374 0.8737

These are the natural (NBO) partial charges, in e, on atoms 1 to 8: -0.649, 0.056, -0.205, -0.425, -0.214, -0.536, 0.433, -0.506

Entry 2:
Below is 2 unconnected molecules or ions with the total composition C18H27O2Si, with properties calculated with the ωB97M-V functional and the def2-TZVPD basis.

## Properties
- calculated total energy (a.u.) = -1141.836718
- net charge = +1
- Kohn-Sham gap (eV) = 4.71
- LUMO energy (eV) = -5.55

Element x y z (Å)
C -0.6536 0.4219 -2.5221
C 0.5329 1.2875 -2.5879
C 1.8732 0.9144 -2.5471
C 2.8832 1.9518 -2.5287
C 2.4889 3.3964 -2.5082
C 4.2257 1.6204 -2.5107
C 4.6525 0.2872 -2.4964
C 6.1101 -0.0319 -2.4980
C 3.6909 -0.7291 -2.4817
C 2.3318 -0.4611 -2.5084
C 1.4003 -1.6286 -2.4954
H -1.5523 1.0522 -2.4936
H -0.7553 -0.2550 -3.3823
H -0.6608 -0.1818 -1.6059
H 0.3012 2.3428 -2.7329
H 3.3912 4.0174 -2.4711
H 1.9206 3.6880 -3.4006
H 1.8782 3.6427 -1.6293
H 4.9688 2.4229 -2.5057
H 6.2569 -1.1151 -2.5037
H 6.6067 0.3950 -3.3782
H 6.6094 0.3857 -1.6151
H 4.0268 -1.7708 -2.4534
H 1.9888 -2.5550 -2.4976
H 0.7705 -1.6591 -1.5965
H 0.7524 -1.6568 -3.3801
C -5.4537 -2.4989 3.2412
Si -3.8959 -1.5077 3.4127
C -4.0361 -0.2190 4.7410
C -2.4018 -2.5844 3.6203
O -3.6121 -0.6905 1.8998
C -2.5737 0.0887 1.6914
C -2.3428 1.4505 1.9368
C -0.9897 1.6702 1.6265
C -0.4527 0.4874 1.1963
O -1.4385 -0.4762 1.2450
H -5.6142 -3.0423 4.1859
H -6.3320 -1.8644 3.0593
H -5.3737 -3.2381 2.4322
H -4.1781 -0.7368 5.7025
H -3.1305 0.3974 4.8218
H -4.9009 0.4397 4.5776
H -2.5106 -3.1301 4.5686
H -2.3233 -3.3096 2.7985
H -1.4707 -2.0032 3.6630
H -3.0821 2.1407 2.3244
H -0.4706 2.6192 1.7069
H 0.5446 0.2253 0.8789

These are the natural (NBO) partial charges, in e, on atoms 1 to 8: -0.723, 0.157, -0.139, 0.257, -0.693, -0.313, 0.191, -0.664

Entry 3:
Below is a molecular structure, C9H16NOP, with properties calculated with the ωB97M-V functional and the def2-TZVPD basis.

## Properties
- calculated total energy (a.u.) = -823.645366
- Kohn-Sham gap (alpha / beta) (eV) = 6.38 / 6.37
- LUMO energy (alpha / beta) (eV) = -0.95 / -0.95

Element x y z (Å)
C -1.8321 0.9776 -0.2678
C -0.7086 1.3946 0.5817
C -2.0835 -0.3225 -0.3083
C 0.1475 0.5461 1.1751
C -1.0195 -1.3486 0.0368
C -0.3518 -0.8533 1.3400
C -0.2593 2.9034 0.5154
C -3.2840 -0.9276 -0.9602
C 0.6632 -1.8765 1.8522
N 5.7375 -1.2222 -1.1068
O 5.3502 -0.3014 0.3717
P 4.7931 1.0350 0.0957
H -2.4925 1.8310 -0.5870
H -1.3824 -2.3614 0.2202
H -0.3089 -1.2768 -0.7040
H -1.1454 -0.7371 2.1281
H -1.1227 3.4390 0.1068
H 0.5769 3.1256 -0.1510
H 0.1498 3.2218 1.4850
H -4.0628 -1.3429 -0.3489
H -3.0412 -1.8289 -1.4391
H -3.7337 -0.1896 -1.5438
H 0.6012 -1.9009 2.9884
H 1.6798 -1.6764 1.3918
H 0.2930 -2.8677 1.4868
H 6.7384 -1.2890 -1.0999
H 5.4877 -2.2562 -0.9366
H 0.9645 0.9557 1.7130

These are the natural (NBO) partial charges, in e, on atoms 1 to 8: -0.275, 0.006, 0.086, -0.211, -0.433, -0.238, -0.638, -0.645

Entry 4:
Below is 4 unconnected molecules or ions with the total composition C4H16N8O4, with properties calculated with the ωB97M-V functional and the def2-TZVPD basis.

## Properties
- calculated total energy (a.u.) = -901.058981
- Kohn-Sham gap (eV) = 9.61
- LUMO energy (eV) = 0.35
- structure (SMILES) = NC(N)=O.NC(N)=O.NC(N)=O.NC(N)=O

Element x y z (Å)
N 1.7330 21.8449 3.2580
C 2.6792 21.6034 4.0758
N 3.4720 20.6914 3.6412
O 2.8575 22.1693 5.1498
H 1.6003 20.9750 2.7622
H 0.9513 22.4737 3.3752
H 3.2266 20.1546 2.8216
H 4.2960 20.4612 4.1779
N -0.0933 31.8052 6.2923
C 0.9158 31.2027 6.8785
N 2.0069 31.8414 6.6433
O 0.8735 30.1835 7.5385
H 0.0181 32.6355 5.7282
H -1.0357 31.4807 6.4559
H 1.9952 32.5940 5.9699
H 2.7829 31.5092 7.1980
N -6.5672 18.1711 5.5548
C -7.4102 17.1775 5.5837
N -8.1633 17.1638 4.6221
O -7.4440 16.3397 6.4803
H -6.5686 18.8399 4.7979
H -5.8628 18.3301 6.2608
H -8.8792 16.4529 4.5745
H -8.2058 18.0222 4.0916
N -3.6675 24.0764 5.7790
C -2.9254 25.0070 6.2841
N -3.6330 25.8964 6.9080
O -1.7206 25.0024 6.1559
H -3.1195 23.3530 5.3357
H -4.6718 24.1831 5.7893
H -4.6010 25.6575 7.0686
H -3.1200 26.6603 7.3246

These are the natural (NBO) partial charges, in e, on atoms 1 to 8: -0.806, 0.731, -0.817, -0.672, 0.359, 0.418, 0.372, 0.414